{"formula": "C24H25I2N5O4SYb", "method": "the ωB97M-V functional and the def2-TZVPD basis", "species": ["Yb", "O", "C", "N", "C", "C", "C", "C", "C", "C", "N", "C", "C", "C", "C", "C", "N", "H", "H", "H", "H", "H", "H", "H", "H", "H", "H", "I", "C", "I", "H", "H", "S", "C", "N", "C", "C", "C", "N", "H", "H", "H", "H", "H", "H", "H", "H", "O", "C", "C", "C", "C", "C", "C", "C", "O", "O", "H", "H", "H", "H", "H"], "positions_angstrom": [[0.916, 1.118, 0.377], [-2.476, 1.836, 1.383], [-1.291, 1.926, 1.697], [-0.355, 2.707, 1.132], [-0.870, 3.542, 0.053], [0.243, 3.969, -0.856], [0.176, 5.161, -1.566], [1.225, 5.517, -2.391], [2.329, 4.676, -2.472], [2.317, 3.507, -1.743], [1.296, 3.141, -0.956], [-0.768, 1.066, 2.829], [-1.671, 0.612, 3.775], [-1.210, -0.198, 4.797], [0.136, -0.536, 4.816], [0.961, -0.053, 3.816], [0.534, 0.738, 2.833], [-1.389, 4.415, 0.455], [-1.619, 2.984, -0.523], [-0.692, 5.798, -1.459], [1.191, 6.436, -2.961], [3.180, 4.922, -3.090], [3.151, 2.818, -1.792], [-2.708, 0.901, 3.679], [-1.882, -0.557, 5.565], [0.540, -1.171, 5.592], [2.013, -0.313, 3.804], [3.801, 1.655, 1.533], [4.684, -0.318, 1.289], [3.216, -1.845, 1.117], [5.281, -0.505, 2.171], [5.283, -0.289, 0.388], [2.466, 0.086, -1.825], [1.731, -1.358, -2.379], [0.448, -1.402, -2.712], [-0.235, -2.620, -3.137], [0.471, -3.822, -2.532], [1.945, -3.760, -2.903], [2.474, -2.456, -2.507], [-0.089, -0.561, -2.573], [-0.234, -2.682, -4.229], [-1.271, -2.570, -2.804], [0.027, -4.748, -2.888], [0.372, -3.777, -1.444], [2.076, -3.914, -3.977], [2.507, -4.530, -2.377], [3.457, -2.361, -2.320], [-3.517, 0.059, -1.062], [-3.343, -0.927, -0.179], [-4.453, -1.695, 0.178], [-4.325, -2.731, 1.076], [-3.091, -3.035, 1.661], [-1.991, -2.286, 1.323], [-2.095, -1.234, 0.398], [-0.892, -0.490, 0.054], [-0.873, 0.451, -0.819], [0.215, -0.779, 0.617], [-2.698, 0.579, -1.117], [-5.407, -1.445, -0.266], [-5.197, -3.317, 1.335], [-3.005, -3.851, 2.365], [-1.018, -2.481, 1.753]], "nbo_charge": [1.54, -0.63, 0.58, -0.76, -0.28, 0.26, -0.24, -0.12, -0.26, 0.08, -0.55, 0.14, -0.20, -0.14, -0.24, 0.06, -0.49, 0.23, 0.23, 0.23, 0.23, 0.24, 0.21, 0.26, 0.23, 0.24, 0.20, 0.30, -0.68, 0.24, 0.24, 0.24, -0.29, 0.38, -0.57, -0.22, -0.42, -0.22, -0.57, 0.44, 0.21, 0.23, 0.24, 0.22, 0.21, 0.22, 0.43, -0.64, 0.39, -0.28, -0.13, -0.27, -0.14, -0.25, 0.78, -0.77, -0.77, 0.51, 0.24, 0.23, 0.22, 0.23], "s2": 0.751, "homo_lumo_gap_ev": [7.71, 7.71], "homo_energy_ev": [-10.96, -10.96], "total_charge": 1, "multiplicity": 2, "e_above_lowest_kj_mol": 65.8}

---

{"formula": "C23H34HfNO", "method": "the ωB97M-V functional and the def2-TZVPD basis", "species": ["C", "C", "C", "C", "C", "Hf", "C", "C", "H", "C", "H", "H", "C", "H", "H", "H", "C", "H", "H", "H", "C", "H", "H", "H", "C", "H", "H", "H", "C", "H", "H", "H", "C", "H", "H", "H", "C", "H", "H", "H", "C", "C", "C", "C", "H", "C", "H", "C", "H", "H", "H", "C", "C", "N", "O", "H", "H", "H", "H", "H"], "positions_angstrom": [[-0.158, 2.913, -0.127], [0.107, 2.439, -1.441], [1.386, 1.827, -1.449], [1.870, 1.802, -0.119], [0.930, 2.522, 0.707], [-0.185, 0.477, 0.052], [-0.051, -2.621, 1.705], [-0.559, -1.209, 1.941], [-1.619, -1.282, 2.076], [0.047, 0.020, 2.285], [1.084, 0.110, 2.558], [-0.575, 0.836, 2.753], [-0.874, -3.632, 2.425], [-1.873, -3.717, 2.059], [-0.506, -4.659, 2.368], [-0.996, -3.284, 3.424], [1.396, -2.805, 2.271], [2.149, -2.048, 1.886], [1.383, -2.708, 3.353], [1.854, -3.811, 1.913], [-0.747, 2.687, -2.648], [-1.802, 2.521, -2.423], [-0.644, 3.718, -3.016], [-0.489, 2.020, -3.477], [2.144, 1.447, -2.696], [1.805, 0.481, -3.073], [1.950, 2.193, -3.479], [3.222, 1.419, -2.514], [3.247, 1.328, 0.321], [3.426, 0.282, 0.008], [4.036, 1.951, -0.141], [3.348, 1.370, 1.418], [1.200, 3.055, 2.098], [1.811, 2.367, 2.691], [1.729, 4.022, 2.091], [0.261, 3.190, 2.644], [-1.255, 3.866, 0.233], [-1.272, 4.070, 1.298], [-1.185, 4.828, -0.290], [-2.228, 3.446, -0.012], [0.601, -1.611, -0.492], [0.343, -2.844, 0.318], [1.579, -1.808, -1.607], [0.294, -4.043, -0.331], [-0.362, -1.712, -0.943], [1.793, -3.058, -2.117], [2.167, -0.906, -1.913], [1.155, -4.168, -1.466], [-0.176, -4.886, 0.208], [2.545, -3.203, -2.896], [1.314, -5.198, -1.733], [-3.928, 0.072, -1.849], [-3.346, 0.313, -0.515], [-4.117, 0.364, 0.585], [-2.072, 0.436, -0.332], [-5.011, 0.053, -1.726], [-3.657, -0.895, -2.284], [-3.710, 0.909, -2.517], [-3.648, 0.505, 1.512], [-5.132, 0.252, 0.424]], "nbo_charge": [-0.16, -0.15, -0.10, -0.17, -0.13, 1.86, -0.18, -0.41, 0.19, -0.80, 0.23, 0.22, -0.60, 0.21, 0.21, 0.24, -0.59, 0.22, 0.24, 0.22, -0.62, 0.20, 0.23, 0.22, -0.64, 0.21, 0.23, 0.23, -0.63, 0.22, 0.23, 0.23, -0.62, 0.22, 0.23, 0.22, -0.62, 0.23, 0.24, 0.20, -0.81, 0.34, -0.02, -0.34, 0.30, -0.31, 0.22, -0.03, 0.24, 0.24, 0.23, -0.71, 0.74, -0.74, -0.76, 0.23, 0.27, 0.27, 0.45, 0.43], "homo_lumo_gap_ev": [4.26, 4.48], "homo_energy_ev": [-8.03, -8.14], "total_charge": 1}

---

{"formula": "C4H15N2OS", "method": "the ωB97M-V functional and the def2-TZVPD basis", "species": ["N", "C", "C", "C", "S", "C", "N", "H", "H", "H", "H", "H", "H", "H", "H", "H", "H", "H", "H", "H", "H", "H", "O"], "positions_angstrom": [[-4.345, -2.993, -0.900], [1.994, 1.966, 1.026], [1.247, 0.989, 1.606], [-0.487, -1.219, -0.373], [-1.449, -2.623, 0.263], [2.844, 2.985, 1.770], [2.748, 4.263, 0.962], [-3.532, -2.712, -1.389], [-4.395, -2.547, -0.049], [-5.074, -2.708, -1.458], [1.819, 2.120, -0.082], [0.603, 0.389, 0.877], [1.237, 0.776, 2.673], [-0.191, -1.600, -1.489], [-1.307, -0.425, -0.357], [-0.551, -3.063, 1.147], [2.437, 3.154, 2.796], [3.894, 2.704, 1.642], [3.360, 4.855, 1.457], [3.357, 3.975, 0.068], [-1.787, -2.452, -2.775], [-0.725, -3.073, -3.704], [-1.698, -2.762, -3.711]], "nbo_charge": [-1.01, -0.11, -0.37, -0.24, 0.27, -0.29, -0.78, 0.32, 0.35, 0.38, 0.21, 0.16, 0.23, 0.29, 0.24, 0.20, 0.22, 0.22, 0.36, 0.34, 0.43, 0.47, -0.89], "homo_lumo_gap_ev": 3.36, "homo_energy_ev": -12.55, "total_charge": 1, "e_above_lowest_kj_mol": 847.8}

---

{"formula": "H4OSSi", "method": "the ωB97M-V functional and the def2-TZVPD basis", "species": ["O", "Si", "S", "H", "H", "H", "H"], "positions_angstrom": [[0.814, 0.199, -0.886], [-0.156, 0.217, 0.424], [-1.420, -1.471, -0.070], [1.435, 1.017, -0.922], [-0.750, 1.486, 0.850], [0.667, -0.027, 1.729], [-0.590, -1.421, -1.126]], "nbo_charge": [-1.10, 1.30, -0.45, 0.51, -0.21, -0.22, 0.17], "homo_lumo_gap_ev": 10.08, "smiles": "O[SiH2]S", "homo_energy_ev": -9.62, "e_above_lowest_kj_mol": 21.8}